The following is a DFT calculation (ωB97M-V/def2-TZVPD) of a structure of composition C21H15ErN6S2.

For the molar mass, the calculation gives 582.8 g/mol. The value obtained for the HOMO-LUMO gap (spin up / spin down) is 6.55 / 6.57 eV. The net charge is +2. The LUMO energy (spin up / spin down) comes out at -7.1 / -7.1 eV. The multiplicity is 4. The calculated total energy is -80242.631 eV.

Geometry (Å):
1 Er 0.84482 -0.01569 -0.21940
2 S -1.52405 -0.66718 -1.06888
3 S -1.54289 -3.70964 -1.15588
4 N 2.34559 0.91649 -1.93779
5 N -0.38822 0.93255 1.69479
6 N -0.60039 2.74892 0.17700
7 N -2.06153 0.63221 3.28494
8 N 0.44782 -2.30141 -0.30311
9 N 0.43063 2.18930 -0.51067
10 C 2.34288 -5.43951 0.26183
11 C 2.01480 2.19400 -2.26406
12 C -4.67633 3.19900 3.05256
13 C 0.13602 -5.92123 -0.60398
14 C -1.04157 2.07797 1.20276
15 C 3.62988 2.22443 -4.02886
16 C 2.63351 2.86556 -3.30454
17 C -2.26612 2.52301 1.83360
18 C -0.10626 -4.55403 -0.62824
19 C -3.99614 2.07879 3.48457
20 C 1.37075 -6.35078 -0.15625
21 C -4.15905 3.99013 2.02442
22 C 0.97450 2.84742 -1.46874
23 C -2.79173 1.75022 2.87758
24 C 0.86030 -3.63374 -0.21500
25 C -0.79458 -2.21168 -0.79018
26 C 3.30719 0.31463 -2.64221
27 C 3.97672 0.92851 -3.68811
28 C -0.93256 0.28600 2.70115
29 C -2.97042 3.65679 1.41462
30 C 2.09867 -4.08058 0.23854
31 H -2.41788 0.08748 4.05746
32 H -2.56707 4.25955 0.61413
33 H -0.42020 -0.57884 3.10459
34 H 3.29889 -5.80409 0.61199
35 H 0.67529 3.86581 -1.69900
36 H 3.55018 -0.70433 -2.36475
37 H -0.62118 -6.62322 -0.92607
38 H -5.61759 3.46238 3.51500
39 H 2.33740 3.87910 -3.53905
40 H 4.74991 0.39552 -4.22214
41 H 1.58983 -7.40938 -0.13042
42 H 2.84235 -3.36466 0.56870
43 H 4.12601 2.73096 -4.84560
44 H -4.70027 4.87091 1.70787
45 H -4.38793 1.46237 4.28482